ORCA calculation (the ωB97M-V functional and the def2-TZVPD basis) on C18H39IrNOP2Si as an isolated structure.

Each line ends with the natural charge from an NBO analysis.
Geometry (Å):
Ir 0.23103 -0.25969 0.08533  0.61
P -0.89048 -0.14814 2.17791  1.05
P 1.14941 -0.08580 -2.10801  1.15
N -1.18553 -1.16419 -0.61173  -0.43
H 0.92620 2.25170 1.75153  0.13
C -2.11066 1.19939 2.32649  -0.95
H -2.55473 1.18616 3.33459  0.23
H -2.90373 1.04966 1.58361  0.26
H -1.63091 2.17056 2.15260  0.25
C 0.20696 0.13210 3.61213  -0.96
H -0.40760 0.23706 4.51916  0.23
H 0.77248 1.06235 3.45708  0.25
H 0.91311 -0.69550 3.73992  0.25
C -1.92226 -1.62476 2.52528  -0.95
H -2.28585 -1.58394 3.56415  0.23
H -1.35438 -2.54929 2.37164  0.26
H -2.78434 -1.62506 1.84377  0.27
C 0.48018 1.29216 -3.09928  -0.96
H 0.95887 1.30291 -4.09063  0.23
H 0.67428 2.23747 -2.57938  0.27
H -0.60198 1.16424 -3.21361  0.25
C 2.94135 0.28183 -2.11266  -0.96
H 3.27034 0.39937 -3.15607  0.23
H 3.52305 -0.50879 -1.62812  0.25
H 3.10312 1.22767 -1.57462  0.26
C 0.78199 -1.53414 -3.16164  -0.97
H 1.33029 -1.43230 -4.11123  0.23
H -0.29720 -1.55658 -3.36800  0.27
H 1.06511 -2.47057 -2.66910  0.26
C -2.00095 -2.17318 -0.95084  0.18
C -4.18372 -2.88725 -1.76857  -0.41
C -3.31889 -1.87179 -1.41651  -0.35
C -1.60763 -3.55180 -0.85550  -0.36
C -2.49795 -4.55020 -1.21718  -0.37
C -3.78295 -4.22956 -1.67503  -0.05
H -5.17958 -2.63503 -2.12245  0.20
H -3.56075 -0.80788 -1.46946  0.20
H -0.59471 -3.76274 -0.49809  0.19
H -2.18294 -5.58651 -1.14294  0.20
H -4.47076 -5.02128 -1.96173  0.20
C 1.16499 2.68916 0.75044  0.11
O 0.72341 1.74477 -0.20125  -0.83
C 0.40917 4.01498 0.59840  -0.63
H 1.12667 4.84448 0.68979  0.21
H -0.30931 4.12597 1.41970  0.20
H -0.10838 4.08860 -0.36900  0.23
C 2.66248 2.95171 0.70181  -0.63
H 2.93001 3.49231 -0.21580  0.20
H 3.25894 2.03896 0.79690  0.21
H 2.90630 3.61109 1.54598  0.21
C 2.54620 -2.91930 -0.57814  -1.13
Si 1.82081 -1.79523 0.77104  1.20
C 1.21341 -3.02824 2.08512  -1.13
C 3.25157 -0.74687 1.43520  -1.13
H 1.77647 -3.58441 -0.98503  0.24
H 3.32072 -3.55235 -0.11910  0.23
H 3.01838 -2.38693 -1.40849  0.22
H 2.04265 -3.70463 2.34655  0.23
H 0.86922 -2.56207 3.01267  0.22
H 0.39587 -3.64230 1.68573  0.24
H 4.02037 -1.42155 1.84194  0.23
H 3.69763 -0.15454 0.62453  0.23
H 2.90825 -0.07126 2.23014  0.23

Output
2S+1 = 6
Net charge = 0
⟨S²⟩ = 8.781



ORCA calculation (the ωB97M-V functional and the def2-TZVPD basis) on C18H39NOP2SiSn as an isolated structure.

Each line ends with the natural charge from an NBO analysis.
Geometry (Å):
Sn -0.27023 0.10389 0.01766  1.17
Si -2.42260 0.54327 -1.33754  0.68
P -0.42166 -2.48629 -0.66097  1.00
P 0.47351 2.60672 -0.31320  0.98
H 1.92584 0.16863 -2.84714  0.17
C 0.95637 -3.64763 -0.36892  -0.95
H 0.59606 -4.67127 -0.50863  0.23
H 1.31771 -3.52228 0.65450  0.25
H 1.76836 -3.43616 -1.07024  0.26
C -1.04745 -2.94763 -2.30975  -0.94
H -1.19177 -4.03237 -2.34005  0.22
H -0.33214 -2.65045 -3.08427  0.28
H -2.00076 -2.44745 -2.50600  0.25
C -1.72677 -3.09583 0.47262  -0.96
H -1.80493 -4.18924 0.36602  0.23
H -2.69442 -2.63678 0.22849  0.25
H -1.47131 -2.84852 1.51291  0.27
C 2.15654 3.16366 0.07710  -0.95
H 2.19406 4.25611 0.01746  0.23
H 2.85732 2.73437 -0.64572  0.25
H 2.43805 2.84110 1.08424  0.26
C 0.07737 3.39533 -1.90947  -0.94
H 0.40062 4.43964 -1.86748  0.24
H -0.99585 3.35518 -2.10569  0.25
H 0.60828 2.88954 -2.72174  0.27
C -0.57684 3.48501 0.89806  -0.95
H -0.26461 4.53875 0.94668  0.24
H -0.46624 3.03632 1.89481  0.27
H -1.63409 3.43427 0.60911  0.26
C -2.42486 0.68731 -3.20242  -1.07
H -2.13118 -0.25642 -3.68560  0.27
H -1.80450 1.52690 -3.55020  0.25
H -3.49368 0.89766 -3.37908  0.22
H -3.23587 -0.62528 -0.93956  -0.17
H -2.80959 1.84699 -0.75761  -0.18
C 1.47214 -0.40519 -3.56171  0.04
O 0.33270 -0.19602 -2.95856  -0.91
C 2.56001 -1.32469 -2.98387  -0.63
H 3.49161 -1.22723 -3.57698  0.22
H 2.13605 -2.33144 -3.08431  0.16
H 2.84636 -1.19419 -1.91128  0.18
C 1.82025 0.34818 -4.79975  -0.63
H 2.85420 0.77929 -4.79507  0.20
H 1.10365 1.11349 -5.12263  0.21
H 1.82780 -0.43024 -5.58733  0.18
C 2.21996 0.39733 2.81045  -0.62
C 1.03368 0.16371 3.69714  -0.13
C 1.20076 0.24494 5.06713  -0.20
C 0.07976 0.00372 5.92428  -0.28
C -1.19926 -0.30241 5.39639  -0.19
C -1.38629 -0.35853 4.04045  -0.11
C -2.74175 -0.66534 3.44784  -0.64
C -0.28311 -0.11608 3.16487  0.25
N -0.59661 -0.13822 1.87776  -1.13
H 2.05079 0.12997 1.75666  0.20
H 3.07173 -0.19196 3.19030  0.22
H 2.54041 1.45751 2.85728  0.20
H 2.18478 0.47822 5.49801  0.20
H 0.20679 0.05005 6.98755  0.20
H -2.06999 -0.50140 6.06734  0.20
H -3.05212 -1.67877 3.73001  0.21
H -3.48446 0.03390 3.84880  0.21
H -2.76858 -0.59564 2.35086  0.23

Output
2S+1 = 1
Net charge = 0



ORCA calculation (the ωB97M-V functional and the def2-TZVPD basis) on a 5-piece molecular cluster, C18H39O5P overall.

Each line ends with the natural charge from an NBO analysis.
Geometry (Å):
C 2.05993 -3.89694 0.85475  -0.43
C 2.76094 -2.55175 0.79790  -0.43
C 1.90253 -1.71157 1.72426  -0.08
O 1.36905 -2.60401 2.71502  -0.55
C 1.60919 -3.95703 2.30628  -0.07
H 2.69565 -4.73601 0.57295  0.22
H 1.19050 -3.88956 0.19180  0.20
H 3.77276 -2.64174 1.20402  0.20
H 2.83303 -2.13559 -0.20700  0.23
H 1.06057 -1.26083 1.18746  0.17
H 2.46778 -0.91878 2.21068  0.20
H 2.39428 -4.37198 2.94836  0.16
H 0.70134 -4.54651 2.44457  0.18
C -1.63988 -0.82306 -0.46743  -0.43
C -2.91707 -0.88244 -1.28816  -0.44
C -2.37714 -1.05821 -2.69719  -0.07
O -1.14491 -1.78056 -2.58001  -0.55
C -0.75398 -1.81521 -1.19964  -0.07
H -1.77982 -1.07406 0.58371  0.22
H -1.20632 0.17921 -0.52389  0.21
H -3.50326 -1.76032 -1.00054  0.20
H -3.54882 0.00007 -1.18152  0.24
H -2.16035 -0.08992 -3.16358  0.16
H -3.06056 -1.60956 -3.34528  0.18
H -0.91267 -2.83616 -0.83272  0.16
H 0.30743 -1.57328 -1.11299  0.20
C -6.96310 2.40921 -0.95999  -0.43
C -6.80418 2.46660 0.55059  -0.43
C -5.41086 1.89101 0.73995  -0.07
O -4.66190 2.23810 -0.43133  -0.54
C -5.55680 2.73477 -1.43399  -0.07
H -7.71138 3.09803 -1.35039  0.22
H -7.23791 1.39662 -1.26753  0.20
H -6.82981 3.50594 0.88855  0.20
H -7.56852 1.91335 1.09505  0.22
H -5.43852 0.79816 0.81538  0.16
H -4.90687 2.28626 1.62279  0.19
H -5.40645 3.81642 -1.51853  0.17
H -5.31738 2.27558 -2.39443  0.18
C 3.17873 1.21803 -3.75970  -0.43
C 1.70719 1.57237 -3.90884  -0.43
C 1.05887 0.63996 -2.89974  -0.07
O 2.01738 0.44354 -1.84951  -0.55
C 3.28826 0.95316 -2.26694  -0.06
H 3.85635 1.99994 -4.10141  0.22
H 3.40039 0.30545 -4.31955  0.20
H 1.54371 2.61386 -3.61792  0.20
H 1.32174 1.43713 -4.91880  0.22
H 0.83761 -0.33609 -3.34045  0.19
H 0.13733 1.04758 -2.48021  0.18
H 3.48349 1.87773 -1.71248  0.16
H 4.06832 0.23074 -2.02116  0.18
C 5.68695 0.44410 4.24896  -0.65
C 4.77214 1.41350 3.47170  -0.06
O 3.45065 0.94304 3.26961  -0.78
P 2.62408 0.68514 4.71776  0.57
H 5.62005 -0.57026 3.85078  0.21
H 6.72560 0.78295 4.15294  0.21
H 5.45675 0.47237 5.31601  0.22
H 5.20239 1.52028 2.47028  0.19
H 4.81714 2.40329 3.94314  0.17
H 1.71994 -0.37091 4.38109  -0.02
H 1.71843 1.78886 4.87653  -0.06

Output
SMILES = C1CCOC1.C1CCOC1.C1CCOC1.C1CCOC1.CCOP
2S+1 = 1
Net charge = 0



Which relative energy (zero: lowest compared OMol25 entry of this formula, charge and spin) belongs to each record? In order, 0.0, 95.3, 0.0 kcal per mole.
Which total energy belongs to each record? In order, -1915.56348, -2025.49231, -1426.69269 Eh.